[1]
64
Properties=species:S:1:pos:R:3:forces:R:3:nbo_charge:R:1 method="wB97M-V/def2-TZVPD" smiles="COc1ccc(C(=O)NCCN2CCN(C(=O)c3ccc(OC)c(OC)c3)CC2)cc1OC" e_above_lowest_ev=1.146 e_lumo_ev=0.57 orbital_gap_ev=8.696 max_force_ev_per_a=0.66
C -4.6536 -0.9839 -1.2689 -0.1 0.1 -0.3 -0.259
O -3.8801 -1.3107 -0.1376 0.3 -0.1 0.3 -0.485
C -2.5746 -1.6145 -0.3153 0.1 -0.1 0.1 0.270
C -1.9396 -1.7531 -1.5396 -0.3 0.1 0.1 -0.293
C -0.6002 -2.1097 -1.6120 0.3 -0.1 0.2 -0.207
C 0.1148 -2.3670 -0.4556 -0.3 0.0 0.0 -0.153
C 1.5469 -2.7829 -0.4462 -0.1 0.2 -0.4 0.675
O 1.9893 -3.6162 0.3207 0.1 -0.1 0.3 -0.628
N 2.3278 -2.1132 -1.3342 0.0 0.1 -0.3 -0.622
C 3.7742 -2.1737 -1.2842 0.2 -0.1 0.4 -0.245
C 4.3655 -1.6835 0.0606 -0.1 -0.2 -0.2 -0.221
N 3.9975 -0.3638 0.5199 0.0 0.1 -0.1 -0.456
C 2.6450 -0.2392 1.0218 -0.1 0.3 0.3 -0.237
C 2.4969 1.0914 1.7595 -0.3 -0.6 0.0 -0.217
N 2.7982 2.1638 0.8378 0.1 0.2 0.1 -0.437
C 1.8952 2.7128 -0.0249 0.0 0.2 0.1 0.674
O 2.2546 3.3927 -0.9727 -0.1 0.0 -0.2 -0.628
C 0.4436 2.4325 0.1888 -0.3 0.1 0.1 -0.146
C -0.2462 2.5887 1.3775 0.2 0.0 -0.2 -0.200
C -1.6007 2.2907 1.4410 -0.3 0.0 0.0 -0.296
C -2.2951 1.8703 0.3178 0.0 0.0 -0.2 0.266
O -3.6187 1.5827 0.2758 0.3 0.1 -0.3 -0.490
C -4.3168 1.4626 1.4922 -0.1 0.0 0.3 -0.253
C -1.6047 1.7601 -0.9109 -0.2 -0.1 0.0 0.331
O -2.3587 1.3862 -1.9846 -0.1 0.1 0.4 -0.510
C -1.7460 1.3759 -3.2506 0.1 0.0 -0.2 -0.253
C -0.2530 2.0311 -0.9536 -0.1 -0.1 -0.1 -0.275
C 4.1684 2.0608 0.3698 0.3 0.1 -0.5 -0.229
C 4.3409 0.7278 -0.3692 0.1 0.2 0.2 -0.229
C -0.5137 -2.2280 0.7835 0.0 0.0 0.1 -0.280
C -1.8321 -1.8311 0.8702 -0.2 0.1 0.0 0.331
O -2.5111 -1.6222 2.0342 -0.1 0.0 -0.5 -0.501
C -1.8375 -1.8646 3.2446 0.1 0.0 0.2 -0.252
H -4.7104 -1.8215 -1.9724 0.0 0.0 0.0 0.171
H -4.2562 -0.0963 -1.7674 0.0 -0.1 0.0 0.205
H -5.6505 -0.7698 -0.8880 0.0 0.0 -0.1 0.196
H -2.4875 -1.5885 -2.4530 -0.1 0.0 -0.1 0.224
H -0.1375 -2.2313 -2.5812 0.0 0.0 -0.1 0.213
H 1.9097 -1.3610 -1.8576 0.0 -0.1 0.1 0.398
H 4.1653 -1.5848 -2.1150 0.0 -0.1 0.0 0.200
H 4.0828 -3.2156 -1.4120 0.1 0.1 -0.1 0.215
H 5.4554 -1.7118 -0.0323 0.0 -0.1 0.0 0.197
H 4.0672 -2.3919 0.8356 0.1 0.0 -0.1 0.225
H 2.4456 -1.0740 1.6952 -0.1 0.0 0.0 0.214
H 1.8818 -0.2386 0.2244 0.0 0.0 0.1 0.171
H 1.4854 1.1818 2.1474 0.2 0.0 0.0 0.222
H 3.2112 1.1469 2.5853 -0.1 0.0 0.0 0.202
H 0.2498 2.9753 2.2555 0.1 0.0 0.1 0.217
H -2.1155 2.4091 2.3810 -0.1 0.0 0.1 0.223
H -3.8730 0.6877 2.1234 0.0 0.0 0.0 0.194
H -4.3549 2.4139 2.0336 0.0 0.0 0.0 0.171
H -5.3274 1.1650 1.2199 0.0 0.0 0.1 0.199
H -2.5373 1.1385 -3.9607 0.1 0.0 0.0 0.198
H -0.9640 0.6115 -3.3117 0.0 0.0 0.0 0.174
H -1.3197 2.3526 -3.4987 0.0 0.0 0.0 0.187
H 0.2993 1.9576 -1.8768 0.0 0.0 -0.1 0.234
H 4.3667 2.8958 -0.3026 0.0 -0.1 0.1 0.245
H 4.8385 2.1047 1.2305 0.0 0.0 0.0 0.200
H 5.3800 0.6081 -0.6831 0.0 0.0 -0.1 0.207
H 3.7013 0.7570 -1.2698 0.0 0.0 0.0 0.162
H 0.0677 -2.4412 1.6659 0.0 0.0 0.1 0.236
H -1.5027 -2.9037 3.3190 0.0 0.0 0.0 0.182
H -0.9768 -1.1973 3.3657 0.0 0.0 0.0 0.175
H -2.5636 -1.6641 4.0312 0.1 0.0 0.0 0.199


[2]
110
Properties=species:S:1:pos:R:3:forces:R:3:lowdin_charge:R:1 method="wB97M-V/def2-TZVPD" e_lumo_ev=-1.54 orbital_gap_ev=7.404 max_force_ev_per_a=3.54
C -1.8485 -4.4782 -0.7746 0.8 -0.3 -0.3 -0.102
C -0.6393 -3.5911 -1.3774 -0.6 -0.1 0.8 -0.217
C -0.3793 -2.3363 -0.4194 0.0 0.0 -1.2 -0.147
C 1.0139 -1.6503 -0.7219 -0.5 -1.9 1.7 -0.161
O 0.8834 -0.5776 -1.6899 -0.7 1.6 0.8 -0.031
C 0.6983 0.6396 -1.1078 1.4 1.6 1.6 -0.158
C 1.5887 1.3448 -0.3036 -0.7 -0.7 -0.9 -0.136
P 3.3369 0.9054 0.2615 0.0 2.7 2.3 0.782
N 3.7629 2.0627 1.2797 -0.4 -1.3 -0.4 -0.291
C 0.9165 2.7441 0.0846 1.9 -2.7 -1.2 -0.382
O 1.0648 3.4565 1.0255 -0.8 -0.3 -1.5 0.160
O 0.0334 2.8909 -1.0412 -1.4 0.5 2.2 0.011
C -0.5484 1.5852 -1.1101 -0.2 -1.1 -1.2 -0.308
O -1.7275 1.3888 -1.1281 1.5 0.3 -0.1 0.192
H -2.8517 -4.1708 -1.1528 1.0 0.0 0.6 0.055
H -1.7437 -5.5726 -1.0262 0.2 1.2 0.2 0.056
H -1.7732 -4.4326 0.3483 -0.2 0.0 -1.2 0.048
H 0.2817 -4.2372 -1.4787 -0.9 0.7 0.4 0.094
H -0.8865 -3.1792 -2.3942 0.2 -0.6 1.0 0.092
H -0.5145 -2.5797 0.6722 0.4 0.1 -1.1 0.094
H -1.1651 -1.5691 -0.6799 0.7 -0.7 0.4 0.098
H 1.7418 -2.4128 -1.1182 -0.7 1.0 0.1 0.136
H 1.4062 -1.2762 0.2625 -0.2 0.0 -1.1 0.084
H 4.2394 0.9580 -0.8350 -0.9 -0.7 -0.3 0.020
H 3.3027 -0.3688 0.9102 -0.2 0.2 -1.1 0.008
H 3.9670 1.6499 2.1973 0.0 0.4 -0.5 -0.047
O 0.2087 0.1418 2.5727 0.0 0.1 -0.2 -0.038
H -0.6951 0.4831 2.5840 0.1 0.0 0.1 0.045
H 0.7369 0.8893 2.2623 0.1 0.0 0.2 0.026
O 0.8668 3.3872 -3.7478 -0.1 0.0 0.3 -0.050
H 0.6705 3.3791 -2.7983 0.1 -0.1 -0.2 0.010
H 0.1174 2.9181 -4.1423 0.1 0.1 -0.4 0.037
O -1.0116 -3.2618 2.8630 -0.4 0.6 -0.1 -0.070
H -1.6475 -3.6545 3.4724 0.2 0.1 0.1 0.040
H -0.3575 -2.8528 3.4440 0.1 -0.3 0.0 0.024
O 2.8819 3.6990 -1.7009 -0.2 0.3 0.0 -0.032
H 2.6361 4.0149 -2.5811 -0.1 -0.2 0.0 0.017
H 2.6491 4.4310 -1.1142 0.4 0.0 0.1 0.060
O -2.5348 -0.8895 4.0577 -0.1 0.5 0.0 -0.058
H -2.0938 -0.2908 4.6797 0.1 -0.3 0.1 0.016
H -1.8482 -1.1090 3.4157 -0.2 -0.4 0.0 -0.004
O -0.6297 5.8384 -4.3278 0.0 0.0 0.2 -0.069
H 0.1493 5.3228 -4.0778 -0.2 -0.1 -0.2 -0.017
H -0.5543 6.6477 -3.8075 0.0 0.0 -0.2 0.018
O 0.2274 -6.9004 -0.2894 0.3 -0.3 -0.1 -0.056
H 0.6814 -7.2959 0.4667 -0.2 0.1 0.1 0.012
H 0.2315 -7.5957 -0.9573 -0.1 0.1 0.1 0.039
O -2.9747 -2.2472 -2.1463 -0.4 0.8 -0.5 -0.063
H -3.2028 -1.9270 -3.0284 0.0 -0.1 0.0 0.059
H -3.1931 -1.5038 -1.5685 -0.2 -0.2 0.1 0.018
O -0.4783 0.9577 -4.9455 0.2 -0.1 0.4 -0.051
H 0.0102 0.5963 -4.1947 0.0 0.0 -0.1 0.033
H -0.4641 0.2464 -5.5975 -0.2 0.2 -0.1 0.041
O 1.2103 -4.0350 4.0350 0.4 0.3 0.2 -0.066
H 1.6714 -4.4243 4.7856 -0.1 0.0 -0.1 0.031
H 1.1996 -4.7412 3.3749 -0.2 -0.1 0.1 0.025
O -0.2468 -0.0838 5.6416 0.3 0.1 0.1 -0.052
H 0.1880 0.5145 6.2605 -0.2 0.0 0.0 0.054
H 0.4427 -0.2989 5.0000 -0.2 0.0 -0.1 0.029
O -0.2291 -6.7609 3.0006 0.1 0.0 0.4 -0.064
H -0.2060 -7.2990 3.8000 0.1 0.1 -0.1 0.042
H -0.8809 -6.0658 3.2000 0.0 -0.2 -0.5 0.004
O -0.7830 5.2500 2.6368 -0.1 0.1 -0.4 -0.052
H -0.1662 4.8065 2.0394 0.1 -0.2 0.2 -0.013
H -1.6277 5.2251 2.1704 0.0 0.0 0.2 0.044
O 2.6129 -6.4538 4.0250 0.4 -0.3 0.3 -0.046
H 3.0773 -6.8466 4.7751 0.0 0.0 -0.1 0.066
H 2.6001 -7.1560 3.3617 -0.1 0.2 -0.1 0.054
O 2.9687 -8.4276 0.5054 0.1 0.0 -0.1 -0.059
H 3.8891 -8.6953 0.6109 -0.1 0.0 0.0 0.040
H 2.8646 -8.3146 -0.4468 0.0 0.1 0.1 0.037
O -2.5453 0.3828 -6.7388 -0.1 0.1 -0.2 -0.051
H -2.8059 0.6688 -7.6226 0.0 -0.1 0.0 0.060
H -2.7777 1.1279 -6.1713 0.1 -0.1 0.1 0.052
O 1.3028 7.3386 -2.5920 0.2 -0.5 0.0 -0.051
H 0.8875 6.6819 -2.0148 -0.2 0.4 0.4 0.012
H 1.9771 6.8395 -3.0719 0.0 0.2 -0.1 0.056
O 4.3506 -3.9372 4.6560 0.0 0.1 0.0 -0.059
H 3.9532 -3.1060 4.3755 -0.1 -0.1 0.1 0.018
H 3.7540 -4.6082 4.3001 0.0 -0.1 -0.2 -0.013
O 2.8952 9.3312 -3.8300 -0.1 0.2 0.2 -0.058
H 2.2833 8.9141 -3.2061 0.0 0.0 -0.1 -0.004
H 3.5334 9.7839 -3.2666 0.0 0.0 -0.2 0.043
O -4.4582 -0.5826 0.1829 0.1 0.3 -0.2 -0.047
H -5.3488 -0.2123 0.1784 0.0 -0.1 0.0 0.047
H -3.9020 0.1443 -0.1265 0.0 0.0 0.1 0.018
O -2.5120 -5.4361 2.5166 -0.7 0.1 0.0 -0.065
H -2.9017 -4.5996 2.2322 0.1 -0.1 -0.1 0.051
H -3.1046 -6.1054 2.1545 0.2 0.0 0.1 0.074
O 4.9091 -0.2526 2.5245 0.1 -0.6 0.3 -0.093
H 4.4788 -0.9194 3.0737 0.1 0.1 0.0 0.042
H 5.5809 -0.7496 2.0412 0.1 0.1 0.1 0.061
O -5.6646 0.1038 4.6894 -0.1 0.3 -0.1 -0.054
H -4.7296 -0.0963 4.5533 0.0 -0.2 0.0 0.011
H -5.8752 0.7356 3.9923 0.0 -0.1 0.0 0.040
O -3.0597 -2.6890 -6.6301 0.3 0.0 0.1 -0.065
H -2.7830 -1.7669 -6.5446 -0.1 0.1 0.0 -0.013
H -2.2350 -3.1743 -6.7445 -0.1 0.0 0.0 0.032
O 1.6342 12.4483 -4.1306 0.0 -0.1 0.1 -0.068
H 1.5822 11.5022 -4.3217 0.1 0.0 0.0 0.014
H 1.7407 12.4866 -3.1737 0.0 0.0 -0.1 0.028
O -0.4968 6.2590 -0.3491 0.2 -0.3 -0.1 -0.037
H -0.5550 5.3139 -0.5420 -0.2 0.1 0.0 0.023
H -0.3851 6.2966 0.6111 0.1 0.2 0.0 0.028
O 4.5482 4.0331 -4.8916 -0.2 -0.1 0.1 -0.051
H 4.3498 4.0018 -3.9483 0.2 0.0 -0.1 0.008
H 3.8012 3.5824 -5.3038 0.1 0.1 0.0 0.035
O -8.5524 1.0085 5.6320 0.1 0.1 -0.1 -0.065
H -8.2660 1.9207 5.7515 -0.1 -0.1 0.0 0.031
H -7.7298 0.5188 5.5039 0.0 -0.1 0.1 0.000


[3]
12
Properties=species:S:1:pos:R:3:forces:R:3:nbo_charge:R:1 method="wB97M-V/def2-TZVPD" smiles=C1OC[C@H]2S[C@H]12 e_above_lowest_ev=4.828 e_lumo_ev=0.40 orbital_gap_ev=9.691 max_force_ev_per_a=4.64
C 0.7403 0.6554 1.2672 4.3 0.9 1.0 -0.123
O 1.4746 -0.6690 0.9944 -1.1 -0.4 0.7 -0.547
C 0.5407 -1.4465 0.2167 2.3 -3.9 -1.2 -0.091
C 0.1123 -0.3199 -0.5750 -0.3 1.5 -3.5 -0.317
S -1.2781 0.6885 -1.2299 1.0 -0.2 1.1 0.191
C -0.4365 0.5270 0.4477 -3.6 -0.9 0.3 -0.348
H 1.4614 1.4103 0.7969 -0.9 -0.6 1.3 0.205
H 0.7576 0.6080 2.3985 -0.7 0.9 -1.4 0.230
H 1.1555 -2.3473 -0.3568 -1.5 2.4 1.6 0.207
H -0.3143 -1.8464 0.7654 0.4 -0.5 0.2 0.175
H 1.0065 0.1733 -0.9285 0.1 -0.2 -0.8 0.216
H -1.1557 -0.1580 0.9079 -0.2 0.9 0.6 0.205


[4]
20
Properties=species:S:1:pos:R:3:forces:R:3:nbo_charge:R:1 method="wB97M-V/def2-TZVPD" e_above_lowest_ev=4.422 e_lumo_ev="-1.05 / -0.50" orbital_gap_ev="8.490 / 8.138" max_force_ev_per_a=3.96
C -1.5225 0.7635 0.9984 -0.7 1.4 0.7 -0.636
C -1.1097 -0.0599 -1.2081 -2.6 2.5 -1.6 -0.603
C 0.2950 -2.2173 1.1216 0.4 -1.2 0.6 -0.598
C 2.0579 0.6459 -1.1200 1.8 1.1 0.8 -0.754
C -0.7174 0.9995 -0.2322 0.5 -0.9 1.1 -0.558
O 1.4494 1.8625 1.1262 0.9 2.2 2.4 -1.015
P 1.0086 0.7289 0.3566 -1.2 -1.8 -2.0 1.678
Cl 3.7071 0.2433 -0.4645 -0.3 -0.2 -0.3 -0.059
H -1.2927 -0.1297 1.4690 0.3 -2.4 0.2 0.216
H -1.4478 1.3608 1.8656 0.9 1.8 0.6 0.234
H -2.5574 0.8174 0.8301 -1.6 -0.3 -0.7 0.214
H -2.2249 -0.1252 -1.4750 1.4 0.7 0.4 0.216
H -0.9618 -0.9341 -0.7316 1.0 -3.2 1.0 0.208
H -0.5674 0.0992 -2.0991 0.6 -0.5 -1.2 0.207
H -0.3033 -2.4256 0.2197 0.7 0.1 0.4 0.169
H 1.1908 -2.8742 1.3408 -0.8 1.2 -0.8 0.192
H -0.3237 -2.2285 2.0275 0.1 0.6 -0.3 0.173
H 1.7502 -0.1093 -1.7555 -0.4 -1.6 -1.4 0.223
H 2.2524 1.5787 -1.6820 -0.7 -0.3 0.5 0.253
H -0.6827 2.0039 -0.5876 -0.4 0.8 -0.4 0.239